1.
Density functional theory data (wB97M-V/def2-TZVPD) for the ion C2H6NO with charge -1.

Values from the calculation:
- molar mass (Da) = 60.1
- SMILES = CNC[O-]
- Kohn-Sham gap (eV) = 6.807
- charge = -1

CARTESIAN COORDINATES (ANGSTROEM)
H  0.678  1.834  0.673
C  -0.778  -0.930  0.155
N  -0.555  0.441  -0.274
H  -0.210  -1.723  -0.356
H  -0.552  -1.044  1.215
C  0.903  0.923  0.051
H  -0.623  0.465  -1.275
O  1.684  1.050  -0.994
H  1.301  0.131  0.765
H  -1.850  -1.147  0.040

Cartesian forces (eV/Å) of the 6 atoms listed first:
0.379 0.055 -0.182
-0.661 0.135 -0.010
0.628 -0.336 0.922
0.162 0.114 -0.212
-0.017 0.146 0.106
-0.355 -0.684 0.055

For reference, the natural (NBO) charges in units of e are: number 1, H, carries 0.05; number 2, C, carries -0.41; number 3, N, carries -0.71; number 4, H, carries 0.15; number 5, H, carries 0.17; number 6, C, carries 0.16; number 7, H, carries 0.34; number 8, O, carries -0.93; number 9, H, carries 0.03; number 10, H, carries 0.16

***

2.
Density functional theory data (wB97M-V/def2-TZVPD) for the ion C2H6NO with charge -1.

Values from the calculation:
- molar mass (Da) = 60.1
- SMILES = CNC[O-]
- Kohn-Sham gap (eV) = 7.022
- charge = -1

CARTESIAN COORDINATES (ANGSTROEM)
C  0.408  -0.878  1.096
C  -0.370  0.964  -0.903
H  0.077  1.832  -0.265
H  0.863  -0.094  1.805
H  -0.158  1.301  -1.818
H  -1.453  0.914  -0.791
N  0.317  -0.199  -0.458
H  0.024  -0.934  -1.094
H  1.025  -1.718  0.870
O  -0.732  -1.186  1.559

Cartesian forces (eV/Å) of the 6 atoms listed first:
-1.528 2.589 -0.413
0.194 0.957 5.908
-1.229 -0.980 -0.625
0.716 -0.249 -1.303
0.998 0.698 -4.132
-0.515 0.302 0.219

For reference, the natural (NBO) charges in units of e are: number 1, C, carries 0.19; number 2, C, carries -0.39; number 3, H, carries 0.15; number 4, H, carries 0.05; number 5, H, carries 0.16; number 6, H, carries 0.14; number 7, N, carries -0.78; number 8, H, carries 0.31; number 9, H, carries 0.08; number 10, O, carries -0.90

***

3.
Density functional theory data (wB97M-V/def2-TZVPD) for the ion C2H6NO with charge +1.

Values from the calculation:
- molar mass (Da) = 60.1
- SMILES = C[N+](C)=O
- Kohn-Sham gap (eV) = 10.711
- charge = +1

CARTESIAN COORDINATES (ANGSTROEM)
H  -1.810  -0.080  -0.957
H  1.343  -0.223  1.734
N  -0.293  0.301  0.466
H  -0.172  -0.631  -1.495
H  1.601  -0.114  0.015
C  0.920  -0.303  0.764
C  -0.746  0.250  -1.003
H  0.603  -1.381  0.673
O  -0.906  0.927  1.239
H  -0.542  1.254  -1.437

Cartesian forces (eV/Å) of the 6 atoms listed first:
0.652 0.819 -0.159
-0.208 0.836 0.980
-0.897 2.014 -1.719
-0.763 1.878 0.704
1.513 0.412 -1.829
-0.327 -3.573 1.164

For reference, the natural (NBO) charges in units of e are: number 1, H, carries 0.28; number 2, H, carries 0.28; number 3, N, carries 0.37; number 4, H, carries 0.26; number 5, H, carries 0.27; number 6, C, carries -0.48; number 7, C, carries -0.49; number 8, H, carries 0.29; number 9, O, carries -0.06; number 10, H, carries 0.29

***

4.
Density functional theory data (wB97M-V/def2-TZVPD) for the ion C2H6NO with charge +1.

Values from the calculation:
- molar mass (Da) = 60.1
- SMILES = O[C@H]1C[NH2+]1
- Kohn-Sham gap (eV) = 11.622
- charge = +1

CARTESIAN COORDINATES (ANGSTROEM)
H  -1.543  -1.520  -1.290
H  0.722  -0.598  -1.243
H  0.045  -0.473  1.602
C  -0.011  -0.512  -0.522
O  -1.108  -1.249  -0.439
H  1.557  0.029  0.934
H  -0.945  1.368  0.401
H  0.735  1.916  -0.307
C  0.005  1.105  0.085
N  0.542  -0.067  0.779

Cartesian forces (eV/Å) of the 6 atoms listed first:
0.893 0.589 0.906
1.309 -0.770 -1.479
0.400 0.629 -0.544
-0.178 4.491 1.478
-0.816 -0.649 -0.147
-0.483 -0.792 -0.136

For reference, the natural (NBO) charges in units of e are: number 1, H, carries 0.55; number 2, H, carries 0.21; number 3, H, carries 0.47; number 4, C, carries 0.31; number 5, O, carries -0.67; number 6, H, carries 0.46; number 7, H, carries 0.24; number 8, H, carries 0.27; number 9, C, carries -0.28; number 10, N, carries -0.55

***

5.
Density functional theory data (wB97M-V/def2-TZVPD) for a cluster of 2 separate species, C2H6NO2 in total.

Values from the calculation:
- molar mass (Da) = 76.1
- Kohn-Sham gap (eV) = 7.548
- charge = -1

CARTESIAN COORDINATES (ANGSTROEM)
H  -2.469  1.978  -0.224
C  1.225  -1.579  -0.278
H  0.473  -1.437  -1.057
O  -0.796  2.914  0.423
H  0.867  0.229  0.289
N  -0.942  0.626  0.078
H  -1.525  0.026  0.654
H  2.074  -2.119  -0.711
C  -1.397  1.891  0.098
H  0.808  -2.191  0.531
O  1.682  -0.338  0.197

Cartesian forces (eV/Å) of the 6 atoms listed first:
-0.178 0.363 0.192
0.257 0.342 -0.038
-0.145 -0.124 0.038
0.135 0.302 -0.708
-0.295 -0.082 -0.128
1.119 0.535 0.650

For reference, the natural (NBO) charges in units of e are: number 1, H, carries 0.01; number 2, C, carries -0.24; number 3, H, carries 0.17; number 4, O, carries -0.71; number 5, H, carries 0.52; number 6, N, carries -1.06; number 7, H, carries 0.33; number 8, H, carries 0.14; number 9, C, carries 0.51; number 10, H, carries 0.13; number 11, O, carries -0.80

***

6.
Density functional theory data (wB97M-V/def2-TZVPD) for a cluster of 2 separate species, C2H6NO2 in total.

Values from the calculation:
- molar mass (Da) = 76.1
- Kohn-Sham gap (eV) = 8.462
- charge = -1

CARTESIAN COORDINATES (ANGSTROEM)
O  -0.543  -0.796  1.381
O  0.611  0.084  -1.562
H  0.022  0.006  1.145
H  -0.523  -1.835  -0.422
H  -1.441  -0.233  -0.433
H  1.897  1.645  -1.222
C  -1.213  -1.166  0.165
H  1.289  1.947  0.849
H  -2.131  -1.684  0.378
N  0.928  1.074  0.515
C  1.104  0.960  -0.794

Cartesian forces (eV/Å) of the 6 atoms listed first:
-1.253 -0.879 -0.181
0.871 1.332 0.685
0.143 -0.063 -0.053
-0.885 0.668 0.158
0.225 -1.199 0.382
-0.507 0.065 -0.115

For reference, the natural (NBO) charges in units of e are: number 1, O, carries -0.83; number 2, O, carries -0.76; number 3, H, carries 0.49; number 4, H, carries 0.16; number 5, H, carries 0.17; number 6, H, carries 0.02; number 7, C, carries -0.25; number 8, H, carries 0.32; number 9, H, carries 0.13; number 10, N, carries -0.93; number 11, C, carries 0.47

***

7.
Density functional theory data (wB97M-V/def2-TZVPD) for a cluster of 2 separate species, C2H6NO2 in total.

Values from the calculation:
- molar mass (Da) = 76.1
- Kohn-Sham gap (eV) = 7.703
- charge = -1

CARTESIAN COORDINATES (ANGSTROEM)
O  1.369  -1.148  -1.621
H  -0.795  1.159  -0.353
C  1.794  -0.574  -0.596
C  -1.671  0.664  0.048
H  1.737  -0.082  1.282
H  -2.343  0.304  -0.732
H  -2.185  1.468  0.581
O  -1.320  -0.342  0.970
H  2.553  0.241  -0.757
N  1.476  -0.833  0.650
H  -0.614  -0.858  0.530

Cartesian forces (eV/Å) of the 6 atoms listed first:
0.123 -0.082 -0.002
0.372 -0.161 -0.540
0.215 0.210 0.012
-0.188 0.324 0.777
0.470 -0.046 -0.201
0.110 -0.023 -0.283

For reference, the natural (NBO) charges in units of e are: number 1, O, carries -0.78; number 2, H, carries 0.17; number 3, C, carries 0.44; number 4, C, carries -0.24; number 5, H, carries 0.31; number 6, H, carries 0.14; number 7, H, carries 0.14; number 8, O, carries -0.76; number 9, H, carries 0.01; number 10, N, carries -0.95; number 11, H, carries 0.51

***

8.
Density functional theory data (wB97M-V/def2-TZVPD) for a cluster of 2 separate species, C2H6NO2P in total.

Values from the calculation:
- molar mass (Da) = 107.0
- SMILES = CN1OC1=O.P
- Kohn-Sham gap (eV) = 10.497

CARTESIAN COORDINATES (ANGSTROEM)
P  0.055  -0.440  -2.676
H  -0.652  1.138  2.520
O  -0.713  0.378  0.396
O  0.413  -1.464  0.083
H  -0.038  -0.433  2.740
N  0.588  0.761  1.066
H  0.273  0.281  -3.943
H  0.883  1.050  3.099
H  0.148  -1.520  -3.535
C  0.261  0.587  2.445
H  -1.389  0.070  -2.707
C  0.171  -0.410  0.512

Cartesian forces (eV/Å) of the 6 atoms listed first:
-0.662 2.503 -1.235
-0.739 0.525 0.525
-7.015 5.367 -1.064
1.177 -2.883 0.329
0.666 0.152 -0.053
1.968 0.539 0.855

For reference, the natural (NBO) charges in units of e are: number 1, P, carries -0.01; number 2, H, carries 0.23; number 3, O, carries -0.34; number 4, O, carries -0.55; number 5, H, carries 0.20; number 6, N, carries -0.14; number 7, H, carries -0.01; number 8, H, carries 0.22; number 9, H, carries 0.00; number 10, C, carries -0.47; number 11, H, carries 0.01; number 12, C, carries 0.85